Here is the ion C4H10NOS with charge -1 from the OMol25 dataset. Energies are from ωB97M-V/def2-TZVPD.

Geometry as XYZ:
```
17
C4H10NOS (ωB97M-V/def2-TZVPD)
C 0.67220 1.32231 0.91464
C 0.26321 0.51900 -0.28882
C 0.82032 -0.90429 -0.11058
S 2.63117 -0.99025 -0.23062
N -1.21135 0.63523 -0.46546
C -1.96555 -0.72519 -0.35152
O -1.86695 -1.53730 0.65871
H 1.75037 1.44047 1.01874
H 0.38252 0.90086 1.88423
H 0.15273 2.27841 0.93599
H 0.74750 0.94819 -1.23158
H 0.40993 -1.65420 -0.77069
H 0.63722 -1.15831 0.93895
H 2.62644 -0.59695 -1.52787
H -1.50101 1.07691 0.40777
H -1.52412 -1.22961 -1.28540
H -3.02462 -0.32528 -0.49650
```

The relative energy (zero: lowest compared OMol25 entry of this formula, charge and spin) is 2.807 eV. The value obtained for the HOMO-LUMO gap is 5.92 eV. As for the total charge: -1. Its structure (SMILES) is C[C@@H](CS)NC[O-]. Its HOMO energy is -2.759 eV. The value obtained for the max |F| is 1.77 eV/Å.


Here is the ion C4H10NOS with charge +1 from the OMol25 dataset. Energies are from ωB97M-V/def2-TZVPD.

Geometry as XYZ:
```
17
C4H10NOS (ωB97M-V/def2-TZVPD)
O -2.07099 1.69941 0.34122
C -1.03213 1.11567 0.44580
C -0.75214 -0.09613 -0.44522
C -0.04642 -1.28812 0.16851
C 1.22552 -0.94040 0.90068
S 2.34708 0.18679 -0.04634
N -2.09158 -0.51874 -1.01608
H -0.21520 1.37331 1.12991
H -0.19451 0.29412 -1.29811
H 0.10549 -2.06323 -0.58640
H -0.69412 -1.71361 0.94410
H 0.98580 -0.37999 1.80472
H 1.84236 -1.74865 1.23317
H 2.04895 -0.29457 -1.26108
H -2.09224 -0.52833 -2.03235
H -2.32077 -1.46719 -0.69992
H -2.83637 0.08390 -0.64220
```

The relative energy (zero: lowest compared OMol25 entry of this formula, charge and spin) is 1.407 eV. The value obtained for the HOMO-LUMO gap is 9.07 eV. As for the total charge: +1. Its structure (SMILES) is [NH3+][C@@H](C=O)CCS. Its HOMO energy is -13.002 eV. The value obtained for the max |F| is 1.72 eV/Å.


Here is a cluster of 2 separate species, C4H10NOS in total from the OMol25 dataset. Energies are from ωB97M-V/def2-TZVPD.

Geometry as XYZ:
```
17
C4H10NOS (ωB97M-V/def2-TZVPD)
C -1.21399 0.62715 0.00644
C 0.74902 1.51935 1.27812
C 0.95178 -2.12185 -1.14098
C -0.13142 1.56697 0.13332
N 0.35646 -1.68032 -0.16418
O -0.62668 -2.34526 0.57357
S 0.25626 2.60566 -1.10248
H -0.54742 -0.25484 0.13492
H -1.92652 0.52721 0.85046
H -1.76646 0.80354 -0.96609
H 1.08596 0.43301 1.47154
H 0.23350 1.54340 2.22878
H 1.63609 2.10114 1.04699
H 0.83910 -3.15650 -1.47853
H 1.67999 -1.43492 -1.62368
H -1.00229 2.51194 -1.71303
H -0.57340 -3.24569 0.46485
```

The relative energy (zero: lowest compared OMol25 entry of this formula, charge and spin) is 4.864 eV. The value obtained for the HOMO-LUMO gap is 9.07 eV. As for the total charge: +1. Its HOMO energy is -14.242 eV. The value obtained for the max |F| is 3.86 eV/Å.


Here is the ion C4H10NOS with charge +1 from the OMol25 dataset. Energies are from ωB97M-V/def2-TZVPD.

Geometry as XYZ:
```
17
C4H10NOS (ωB97M-V/def2-TZVPD)
C 1.69662 -1.14471 -0.27736
C 2.21128 0.21855 -0.04137
C -2.42844 -0.38396 0.79027
C -0.33279 0.57434 -0.76634
N 0.81180 -0.09798 0.18667
O -0.56434 1.75640 -0.14286
S -1.71317 -0.58238 -0.87185
H 1.53205 -1.48583 -1.29065
H 1.92164 -1.93324 0.42730
H 2.81353 0.43795 0.83012
H 2.41101 0.86010 -0.88927
H -3.49421 -0.56469 0.69555
H -2.25915 0.63259 1.13142
H -1.99655 -1.11742 1.46520
H 0.12918 0.63873 -1.75787
H 0.46276 -0.10666 1.14314
H -1.20121 2.29822 -0.63210
```

The relative energy (zero: lowest compared OMol25 entry of this formula, charge and spin) is 2.400 eV. The value obtained for the HOMO-LUMO gap (spin up / spin down) is 5.04 / 8.29 eV. Its spin multiplicity is 3. Its expectation value of S² is 2.004. As for the total charge: +1. Its HOMO energy (spin up / spin down) is -8.005 / -15.300 eV. The value obtained for the max |F| is 5.33 eV/Å.


Here is a cluster of 2 separate species, C4H10NP in total from the OMol25 dataset. Energies are from ωB97M-V/def2-TZVPD.

Geometry as XYZ:
```
16
C4H10NP (ωB97M-V/def2-TZVPD)
C 1.55120 0.47943 0.32101
C 0.20081 0.04044 0.70498
C 2.86714 0.10620 -1.72474
C -3.46325 -0.51043 1.12353
N 1.65534 -0.27716 -0.92670
P 0.27379 0.84219 -0.91413
H 2.25112 1.26033 0.70405
H -3.48671 0.26409 0.34018
H -0.20256 -0.95178 0.58716
H -0.41901 0.61583 1.51462
H 2.54235 0.83037 -2.43140
H 3.51932 0.52059 -1.09691
H 3.14864 -0.79513 -2.26972
H -2.56258 -0.97721 0.74967
H -4.36069 -1.15461 1.15541
H -3.51492 -0.29314 2.16300
```

The relative energy (zero: lowest compared OMol25 entry of this formula, charge and spin) is 2.827 eV. The value obtained for the HOMO-LUMO gap is 8.80 eV. Its structure (SMILES) is CN1[C@@H]2CP21.C. Its HOMO energy is -7.726 eV. The value obtained for the max |F| is 5.06 eV/Å.


Here is the ion C4H10NS with charge -1 from the OMol25 dataset. Energies are from ωB97M-V/def2-TZVPD.

Geometry as XYZ:
```
16
C4H10NS (ωB97M-V/def2-TZVPD)
C 1.05847 0.69149 -0.45574
C 1.56920 -0.48964 0.35610
S 3.38923 -0.33302 0.50268
C -0.40520 0.63831 -0.96177
N -1.45579 0.64682 0.09243
C -1.47717 -0.59071 0.89596
H 1.11598 1.66337 0.04840
H 1.65089 0.62343 -1.39164
H 1.17219 -1.48304 -0.08066
H 1.37532 -0.56390 1.41238
H -0.57804 1.56469 -1.52652
H -0.51241 -0.21468 -1.73979
H -2.29187 0.58259 -0.48683
H -1.53627 -1.47394 0.24315
H -2.40372 -0.65127 1.48357
H -0.67080 -0.61049 1.60825
```

The relative energy (zero: lowest compared OMol25 entry of this formula, charge and spin) is 0.822 eV. The value obtained for the HOMO-LUMO gap is 5.72 eV. As for the total charge: -1. Its structure (SMILES) is CNCCC[S-]. Its HOMO energy is -2.116 eV. The value obtained for the max |F| is 1.72 eV/Å.


Here is a cluster of 2 separate species, C4H10NS2 in total from the OMol25 dataset. Energies are from ωB97M-V/def2-TZVPD.

Geometry as XYZ:
```
17
C4H10NS2 (ωB97M-V/def2-TZVPD)
C 1.36637 -2.59317 -0.19298
S 0.96323 -1.45154 -1.53930
S 2.83566 -0.95649 -2.23879
H 2.00843 -3.38025 -0.57650
H 0.43193 -3.08034 0.09663
H 1.82219 -2.09867 0.65719
H 3.15243 -0.04940 -1.30122
C -0.61513 1.75596 0.57871
C -0.81552 3.00228 0.97243
C -1.81780 -0.29476 0.21484
N -1.70759 0.97158 0.11153
H 0.30405 1.21877 0.76256
H -1.69814 3.57911 0.72454
H 0.00107 3.51934 1.45288
H -2.67456 -0.78928 -0.21769
H -1.04430 -0.84219 0.73635
H -2.51231 1.48908 -0.24119
```

The relative energy (zero: lowest compared OMol25 entry of this formula, charge and spin) is 0.993 eV. The value obtained for the HOMO-LUMO gap is 6.88 eV. As for the total charge: +1. Its HOMO energy is -12.260 eV. The value obtained for the max |F| is 0.98 eV/Å.


Here is an isolated molecule of C4H10O from the OMol25 dataset. Energies are from ωB97M-V/def2-TZVPD.

Geometry as XYZ:
```
15
C4H10O (ωB97M-V/def2-TZVPD)
C -2.19918 0.42550 0.48421
C -1.15299 -0.41648 -0.24272
C 0.24110 0.14479 -0.02053
O 1.19620 -0.71563 -0.58891
C 2.50702 -0.30050 -0.31492
H -2.13894 1.47570 0.17352
H -3.21610 0.07939 0.27547
H -2.04894 0.39069 1.57022
H -1.36342 -0.44386 -1.31881
H -1.17618 -1.45438 0.11038
H 0.43624 0.25694 1.06271
H 0.31434 1.15304 -0.46671
H 2.75473 0.65101 -0.81486
H 2.66485 -0.16545 0.76789
H 3.18127 -1.08075 -0.67693
```

The relative energy (zero: lowest compared OMol25 entry of this formula, charge and spin) is 0.668 eV. The value obtained for the HOMO-LUMO gap is 11.00 eV. Its structure (SMILES) is CCCOC. Its HOMO energy is -9.825 eV. The value obtained for the max |F| is 0.35 eV/Å.


Which formula does entry 5 have? C4H10NP


Please write out number 2 again, unchanged.
Here is the ion C4H10NOS with charge +1 from the OMol25 dataset. Energies are from ωB97M-V/def2-TZVPD.

Geometry as XYZ:
```
17
C4H10NOS (ωB97M-V/def2-TZVPD)
O -2.07099 1.69941 0.34122
C -1.03213 1.11567 0.44580
C -0.75214 -0.09613 -0.44522
C -0.04642 -1.28812 0.16851
C 1.22552 -0.94040 0.90068
S 2.34708 0.18679 -0.04634
N -2.09158 -0.51874 -1.01608
H -0.21520 1.37331 1.12991
H -0.19451 0.29412 -1.29811
H 0.10549 -2.06323 -0.58640
H -0.69412 -1.71361 0.94410
H 0.98580 -0.37999 1.80472
H 1.84236 -1.74865 1.23317
H 2.04895 -0.29457 -1.26108
H -2.09224 -0.52833 -2.03235
H -2.32077 -1.46719 -0.69992
H -2.83637 0.08390 -0.64220
```

The relative energy (zero: lowest compared OMol25 entry of this formula, charge and spin) is 1.407 eV. The value obtained for the HOMO-LUMO gap is 9.07 eV. As for the total charge: +1. Its structure (SMILES) is [NH3+][C@@H](C=O)CCS. Its HOMO energy is -13.002 eV. The value obtained for the max |F| is 1.72 eV/Å.


Copy entry 1 word for word.
Here is the ion C4H10NOS with charge -1 from the OMol25 dataset. Energies are from ωB97M-V/def2-TZVPD.

Geometry as XYZ:
```
17
C4H10NOS (ωB97M-V/def2-TZVPD)
C 0.67220 1.32231 0.91464
C 0.26321 0.51900 -0.28882
C 0.82032 -0.90429 -0.11058
S 2.63117 -0.99025 -0.23062
N -1.21135 0.63523 -0.46546
C -1.96555 -0.72519 -0.35152
O -1.86695 -1.53730 0.65871
H 1.75037 1.44047 1.01874
H 0.38252 0.90086 1.88423
H 0.15273 2.27841 0.93599
H 0.74750 0.94819 -1.23158
H 0.40993 -1.65420 -0.77069
H 0.63722 -1.15831 0.93895
H 2.62644 -0.59695 -1.52787
H -1.50101 1.07691 0.40777
H -1.52412 -1.22961 -1.28540
H -3.02462 -0.32528 -0.49650
```

The relative energy (zero: lowest compared OMol25 entry of this formula, charge and spin) is 2.807 eV. The value obtained for the HOMO-LUMO gap is 5.92 eV. As for the total charge: -1. Its structure (SMILES) is C[C@@H](CS)NC[O-]. Its HOMO energy is -2.759 eV. The value obtained for the max |F| is 1.77 eV/Å.